ORCA calculation (ωB97M-V/def2-TZVPD) on a structure of composition C31H22NOsPS.

Its max |F| is 0.79 eV Å⁻¹. The HOMO energy (alpha / beta) comes out at -14.08 / -14.09 eV. The charge is +2. As for the orbital gap (alpha / beta): 5.83 / 5.80 eV. The calculation puts the LUMO energy (alpha / beta) at -8.25 / -8.28 eV.

Atoms and positions in Å:
Os: -0.492 0.569 -0.081
S: -4.661 0.183 -1.495
C: -3.767 -1.092 -2.276
C: -4.251 -2.086 -3.119
C: -3.340 -2.989 -3.631
C: -1.980 -2.904 -3.312
C: -1.502 -1.917 -2.474
C: -2.415 -1.008 -1.953
N: -2.141 0.063 -1.094
C: -3.233 0.773 -0.799
C: -3.039 1.959 0.001
C: -4.032 2.887 0.276
C: -3.683 4.081 0.890
C: -2.353 4.343 1.200
C: -1.364 3.394 0.963
C: -1.686 2.177 0.369
H: -5.301 -2.149 -3.369
H: -3.684 -3.771 -4.294
H: -1.292 -3.623 -3.737
H: -0.449 -1.837 -2.235
H: -5.062 2.696 -0.001
H: -4.443 4.820 1.105
H: -2.084 5.296 1.635
H: -0.342 3.627 1.220
C: 3.529 -4.522 1.934
C: 2.642 -4.614 0.868
C: 1.959 -3.489 0.441
C: 2.185 -2.270 1.084
C: 3.071 -2.174 2.158
C: 3.742 -3.309 2.578
P: 1.350 -0.823 0.481
C: 1.083 0.474 1.741
C: 0.196 0.160 2.801
C: -0.040 1.076 3.801
C: 0.603 2.316 3.767
C: 1.468 2.643 2.735
C: 1.709 1.732 1.716
C: 2.053 0.050 -0.918
C: 3.185 -0.087 -1.698
C: 3.296 0.751 -2.804
C: 2.286 1.660 -3.155
C: 1.121 1.752 -2.419
C: 0.997 0.934 -1.287
H: 4.056 -5.406 2.269
H: 2.478 -5.564 0.378
H: 1.253 -3.559 -0.379
H: 3.236 -1.226 2.656
H: 4.432 -3.250 3.409
H: -0.283 -0.814 2.826
H: -0.714 0.835 4.612
H: 0.422 3.030 4.561
H: 1.967 3.603 2.726
H: 2.408 1.973 0.926
H: 3.969 -0.791 -1.449
H: 4.191 0.704 -3.411
H: 2.419 2.283 -4.029
H: 0.326 2.427 -2.709